a.
{"formula": "C16H17BrN4SW", "method": "ωB97M-V/def2-TZVPD", "symbols": ["W", "C", "C", "N", "C", "S", "N", "N", "C", "C", "C", "C", "C", "C", "C", "N", "H", "H", "H", "H", "H", "H", "H", "H", "H", "H", "H", "H", "H", "Br", "C", "C", "C", "C", "C", "C", "H", "H", "H", "H"], "positions_angstrom": [[-0.15556, -0.52953, -0.39961], [5.18079, 1.43291, 0.86092], [4.44672, 1.89710, -0.38515], [3.09696, 2.39017, -0.07640], [1.94796, 1.76082, -0.22300], [1.96484, 0.14312, -1.00373], [0.82908, 2.33852, 0.13206], [-0.27216, 1.56034, -0.08562], [-1.41176, 2.15914, -0.26602], [-1.56757, 3.63036, -0.35126], [-2.55814, 1.25066, -0.44445], [-3.87093, 1.66428, -0.44744], [-4.87812, 0.71440, -0.59815], [-4.54108, -0.62014, -0.75125], [-3.20541, -0.97216, -0.74756], [-2.23267, -0.05940, -0.58850], [6.18647, 1.10987, 0.59620], [4.66247, 0.59696, 1.33195], [5.26787, 2.24110, 1.58709], [4.35905, 1.09482, -1.11511], [4.97626, 2.71414, -0.87278], [3.02993, 3.29862, 0.36594], [-0.61023, 4.09832, -0.55554], [-1.93727, 4.02896, 0.59856], [-2.28598, 3.89008, -1.12810], [-4.10943, 2.71144, -0.32961], [-5.91616, 1.01933, -0.59593], [-5.29610, -1.38310, -0.87355], [-2.89575, -2.00205, -0.86785], [0.27258, -6.76319, 0.62285], [0.19578, -4.90520, 0.63511], [0.19798, -4.22528, 1.86763], [0.15172, -2.85185, 1.90670], [0.08468, -2.14806, 0.70045], [0.08654, -2.84278, -0.52969], [0.14358, -4.22712, -0.57630], [0.23793, -4.79559, 2.78570], [0.15859, -2.32603, 2.85184], [0.10129, -2.32478, -1.51945], [0.16525, -4.76919, -1.51094]], "lowdin_charge": [1.36, -0.07, -0.24, 0.03, -0.67, 0.72, 0.02, -0.17, -0.22, 0.02, -0.20, 0.05, 0.03, 0.01, -0.07, -0.07, 0.09, 0.08, 0.08, 0.08, 0.13, 0.17, 0.09, 0.12, 0.10, 0.14, 0.14, 0.13, 0.13, 0.91, -0.66, -0.07, -0.04, -0.33, -0.21, -0.09, 0.12, 0.13, 0.09, 0.12], "multiplicity": 3, "homo_lumo_gap_ev": [6.648, 6.633], "homo_ha": [-0.5435, -0.5443], "charge": 2}

---

b.
{"formula": "C16H17BrN4SW", "method": "ωB97M-V/def2-TZVPD", "symbols": ["W", "C", "C", "N", "C", "S", "N", "N", "C", "C", "C", "C", "C", "C", "C", "N", "H", "H", "H", "H", "H", "H", "H", "H", "H", "H", "H", "H", "H", "Br", "C", "C", "C", "C", "C", "C", "H", "H", "H", "H"], "positions_angstrom": [[-1.08709, -0.01423, -0.05719], [4.14355, -2.76281, 1.70319], [2.83402, -3.46662, 1.38630], [1.70374, -2.82072, 2.08269], [0.83962, -1.97647, 1.58564], [0.84189, -1.47420, -0.06695], [-0.07342, -1.48453, 2.50484], [-0.83539, -0.61985, 1.91660], [-1.81447, 0.15460, 2.53451], [-2.16966, 0.10481, 3.96553], [-2.21385, 0.93833, 1.46624], [-2.90662, 2.14814, 1.51958], [-2.94670, 3.19255, 0.58101], [-2.16052, 3.46696, -0.53230], [-1.05984, 2.78195, -1.06937], [-0.60430, 1.61895, -0.61732], [4.95996, -3.31291, 1.23706], [4.33134, -2.73601, 2.77674], [4.14926, -1.74319, 1.31837], [2.84263, -4.50410, 1.71581], [2.61157, -3.45788, 0.32149], [1.60865, -2.99274, 3.07900], [-1.69642, -0.73657, 4.46459], [-3.25371, 0.03695, 4.07056], [-1.85140, 1.02820, 4.45782], [-3.46780, 2.34232, 2.43218], [-3.65849, 3.97447, 0.81987], [-2.38355, 4.39832, -1.03878], [-0.53572, 3.23152, -1.90797], [-6.82065, -0.43359, 0.08156], [-5.06240, -0.66443, -0.47554], [-4.26513, -1.61601, 0.15122], [-2.92766, -1.73368, -0.21011], [-2.40207, -0.92802, -1.25473], [-3.24000, -0.01615, -1.91939], [-4.56544, 0.10941, -1.52631], [-4.69494, -2.27494, 0.89436], [-2.33206, -2.52132, 0.24210], [-2.85852, 0.58692, -2.73308], [-5.21690, 0.81067, -2.03182]], "lowdin_charge": [1.46, -0.05, -0.20, 0.06, -0.68, 0.76, 0.11, -0.22, -0.26, 0.02, -0.19, -0.01, -0.03, -0.03, -0.14, -0.12, 0.10, 0.09, 0.08, 0.14, 0.10, 0.18, 0.09, 0.11, 0.12, 0.14, 0.13, 0.13, 0.14, 0.89, -0.68, -0.09, -0.17, -0.30, -0.08, -0.08, 0.12, 0.12, 0.12, 0.12], "multiplicity": 3, "homo_lumo_gap_ev": [6.254, 5.831], "homo_ha": [-0.5130, -0.5668], "charge": 2}

---

Most stable pick: a. Distance to second place: 60.7 kcal/mol.

---

a.
{"formula": "C2H8NS", "method": "ωB97M-V/def2-TZVPD", "symbols": ["S", "H", "C", "C", "N", "H", "H", "H", "H", "H", "H", "H"], "positions_angstrom": [[-2.54782, 1.34750, -1.53092], [-3.17099, 2.38810, -0.95404], [1.61502, -0.76632, 0.26820], [0.14502, -0.64781, -0.08583], [-0.56351, 0.20704, 0.87628], [2.08161, 0.20985, 0.15904], [2.17339, -1.48936, -0.32310], [1.74047, -1.04980, 1.31523], [-0.30410, -1.61369, -0.07132], [0.08964, -0.21046, -1.08494], [-1.34719, 0.65654, 0.36910], [0.08846, 0.96841, 1.06230]], "lowdin_charge": [-0.22, -0.47, -0.14, -0.39, -0.06, 0.06, 0.06, 0.06, 0.08, 0.07, -0.09, 0.04], "multiplicity": 1, "homo_lumo_gap_ev": 6.664, "homo_ha": -0.1010, "charge": -1}

---

b.
{"formula": "C2H8NS", "method": "ωB97M-V/def2-TZVPD", "symbols": ["S", "H", "C", "C", "N", "H", "H", "H", "H", "H", "H", "H"], "positions_angstrom": [[2.86499, -1.20628, -0.98588], [3.98948, -1.03534, -0.26930], [-1.80866, 0.33816, -0.00907], [-0.31169, 0.43944, -0.24164], [0.45620, 0.10940, 0.93523], [-2.12794, -0.67883, 0.23693], [-2.35444, 0.55695, -0.93458], [-2.16615, 0.96718, 0.81270], [-0.07135, 1.44777, -0.57708], [-0.07521, -0.27525, -1.04628], [1.44730, 0.08729, 0.70860], [0.15746, -0.75050, 1.37037]], "lowdin_charge": [-0.27, -0.48, -0.14, -0.40, -0.05, 0.06, 0.06, 0.06, 0.10, 0.07, -0.04, 0.05], "multiplicity": 1, "homo_lumo_gap_ev": 6.561, "homo_ha": -0.0967, "charge": -1}

---

Most stable pick: a. Distance to second place: 1.2 kcal/mol.

---

a.
{"formula": "C2H8NS", "method": "ωB97M-V/def2-TZVPD", "symbols": ["N", "H", "H", "H", "C", "C", "S", "H", "H", "H", "H", "H"], "positions_angstrom": [[-2.23856, -0.39562, -0.90341], [-1.69923, -0.92470, -0.20506], [-1.79710, 0.50220, -1.03188], [-3.19389, -0.33819, -0.60711], [1.15675, 0.92559, 0.55869], [1.08515, -0.52195, 0.02367], [0.23913, -1.68362, 1.09658], [2.06739, 1.41327, 0.20151], [1.29261, 0.86715, 1.64237], [0.24012, 1.46655, 0.33982], [2.12452, -0.83954, -0.11823], [0.72312, -0.47115, -0.99695]], "lowdin_charge": [-0.01, -0.10, -0.02, -0.03, -0.24, -0.87, 0.13, 0.04, 0.03, 0.04, 0.02, 0.02], "multiplicity": 1, "homo_lumo_gap_ev": 6.753, "homo_ha": -0.0872, "charge": -1}

---

b.
{"formula": "C2H8NS", "method": "ωB97M-V/def2-TZVPD", "symbols": ["S", "H", "C", "C", "N", "H", "H", "H", "H", "H", "H", "H"], "positions_angstrom": [[-0.08200, 3.42999, 0.77470], [-0.16081, 4.29500, 1.71073], [-0.71519, -1.64758, -0.55758], [0.14347, -0.27200, -0.53507], [1.19626, -0.34541, 0.55769], [-0.20090, -2.60452, -0.35711], [-1.56977, -1.65976, 0.23973], [-1.20377, -1.88581, -1.47545], [0.73868, -0.22369, -1.51340], [-0.61891, 0.52493, -0.59325], [1.91855, 0.42123, 0.34184], [0.55438, -0.03239, 1.40716]], "lowdin_charge": [-0.33, -0.57, -0.14, -0.34, -0.08, 0.04, 0.08, 0.02, 0.10, 0.06, 0.07, 0.09], "multiplicity": 1, "homo_lumo_gap_ev": 6.424, "homo_ha": -0.0948, "charge": -1}

---

c.
{"formula": "C2H8NS", "method": "ωB97M-V/def2-TZVPD", "symbols": ["N", "H", "H", "H", "C", "C", "S", "H", "H", "H", "H", "H"], "positions_angstrom": [[-1.79799, 1.24894, -1.83409], [-0.91036, 1.69919, -1.46249], [-1.89761, 0.45695, -1.29131], [-1.36547, 0.90776, -2.68993], [0.45150, -0.64394, 1.66147], [0.96982, -0.25877, 0.26706], [1.03465, -1.68270, -0.98034], [0.13627, 0.17359, 2.22220], [1.01677, -1.28428, 2.29623], [-0.46069, -1.23050, 1.57121], [1.97477, -0.02683, 0.67671], [0.84832, 0.64059, -0.43673]], "lowdin_charge": [0.00, 0.02, -0.05, 0.00, -0.25, -0.80, -0.05, 0.02, 0.04, 0.04, 0.01, 0.01], "multiplicity": 1, "homo_lumo_gap_ev": 6.618, "homo_ha": -0.0847, "charge": -1}

---

Most stable pick: a. Distance to second place: 19.5 kcal/mol.